(1)
60
Properties=species:S:1:pos:R:3:forces:R:3:mulliken_charge:R:1 method="wB97M-V/def2-TZVPD" spin_multiplicity=1 homo_energy_ev=-11.30 e_lumo_ev=-3.13 orbital_gap_ev=8.176 total_charge=+1 largest_force_ev_per_a=5.60
C 3.604 -4.734 2.589 -0.87 1.14 -0.17 -1.00
C 2.802 -4.310 1.197 1.87 -3.87 -1.59 0.53
N 2.988 -5.133 0.114 -1.64 3.78 3.80 -0.65
C 1.881 -2.943 1.221 1.12 -0.57 -0.24 -0.44
P 0.098 -3.216 0.553 1.10 0.17 1.45 0.31
C -0.983 -3.843 2.048 -0.55 -0.44 -0.37 -0.48
C -1.500 -5.351 1.607 0.33 -0.36 -0.11 -0.23
F -0.824 -6.313 2.509 -1.74 2.04 -1.90 -0.30
H 4.402 -5.570 2.403 -1.69 1.70 0.18 0.38
H 2.813 -5.096 3.383 1.61 0.71 -1.53 0.24
H 4.123 -3.765 2.993 -0.88 -1.92 -0.59 0.27
H 3.602 -5.948 0.329 -0.50 1.04 0.19 0.27
H 1.832 -2.582 2.334 -0.07 -0.54 -2.23 0.38
H 2.383 -2.140 0.533 -1.02 -1.39 1.31 0.17
H 0.217 -4.239 -0.492 -0.27 1.06 0.93 0.14
H -0.408 -1.953 0.019 0.52 -1.15 0.32 0.15
H -0.298 -3.873 2.998 -1.27 -0.14 -1.94 0.31
H -1.884 -3.109 2.268 1.94 -1.49 -0.67 0.42
H -2.687 -5.451 1.600 2.74 0.04 0.60 0.28
H -1.149 -5.620 0.507 -0.63 0.41 2.44 0.23
C 1.452 1.927 0.309 -0.40 -0.42 0.12 -1.14
C 1.957 0.848 -0.611 -0.14 -0.53 -0.19 0.80
O 1.441 -0.269 -0.629 0.21 0.50 0.27 -0.52
C 3.117 1.188 -1.508 0.03 -0.67 -0.08 -1.08
H 0.613 1.539 0.897 0.15 0.10 -0.10 0.28
H 2.247 2.233 0.994 -0.03 0.18 -0.18 0.38
H 1.104 2.781 -0.276 0.20 0.09 0.11 0.31
H 3.986 1.461 -0.904 -0.12 0.26 -0.01 0.39
H 2.843 2.010 -2.174 0.13 0.02 0.14 0.34
H 3.373 0.314 -2.116 -0.13 0.32 0.14 0.25
C 0.177 -1.776 -3.726 -0.09 0.26 0.47 -0.78
C 1.336 -1.143 -4.448 1.01 1.20 0.49 0.75
O 1.985 -0.232 -3.938 -0.96 -1.17 -0.67 -0.49
C 1.671 -1.669 -5.818 0.36 0.32 -0.02 -1.18
H 0.052 -1.296 -2.750 0.10 -0.01 -0.18 -0.01
H -0.741 -1.638 -4.304 0.06 -0.24 -0.03 0.40
H 0.372 -2.840 -3.571 -0.14 -0.03 -0.22 0.32
H 0.820 -1.526 -6.489 0.02 -0.23 0.04 0.34
H 1.932 -2.728 -5.756 -0.21 0.01 -0.11 0.34
H 2.529 -1.119 -6.218 -0.21 -0.12 0.12 0.31
C -3.123 3.324 -0.501 0.08 0.41 0.40 -0.73
C -1.964 3.957 -1.223 0.73 1.15 0.70 0.87
O -1.315 4.868 -0.713 -0.72 -1.18 -0.61 -0.58
C -1.629 3.431 -2.593 0.43 0.34 -0.10 -1.09
H -3.248 3.804 0.475 0.00 -0.18 -0.21 -0.01
H -4.041 3.462 -1.079 0.05 -0.23 -0.02 0.35
H -2.928 2.260 -0.346 -0.17 -0.01 -0.14 0.28
H -2.480 3.574 -3.264 0.02 -0.23 0.04 0.41
H -1.368 2.372 -2.531 -0.21 -0.03 -0.11 0.20
H -0.771 3.981 -2.993 -0.20 -0.11 0.09 0.29
C -3.621 6.061 2.920 -0.28 -0.20 -0.34 -1.12
C -3.275 4.700 3.464 -0.59 -1.15 -0.61 0.90
O -3.747 3.677 2.971 0.60 1.14 0.55 -0.58
C -2.331 4.640 4.634 0.00 -0.50 0.04 -1.12
H -4.312 5.950 2.077 0.16 0.01 0.20 0.28
H -4.108 6.658 3.695 0.21 0.08 -0.03 0.40
H -2.716 6.560 2.567 -0.06 0.10 0.18 0.31
H -2.760 5.174 5.486 0.18 0.13 -0.09 0.33
H -1.368 5.077 4.357 -0.11 0.16 0.14 0.32
H -2.172 3.595 4.920 -0.06 0.23 -0.07 0.29

(2)
64
Properties=species:S:1:pos:R:3:forces:R:3:mulliken_charge:R:1 method="wB97M-V/def2-TZVPD" spin_multiplicity=1 homo_energy_ev=-9.59 e_lumo_ev=-0.08 orbital_gap_ev=9.504 de_lowest_kcal_mol=0.00 largest_force_ev_per_a=1.35
C 4.763 -1.916 0.925 -0.23 0.44 -1.04 0.13
C 4.125 -2.028 -0.483 -0.55 -0.55 0.47 0.16
O 4.541 -3.327 -0.928 0.14 0.16 0.04 -0.38
C 5.374 -3.897 -0.027 -0.11 1.20 -0.12 0.61
O 5.896 -4.941 -0.156 0.34 -1.08 -0.10 -0.51
O 5.583 -3.069 1.028 -0.14 -0.04 0.07 -0.39
H 3.996 -1.930 1.690 0.03 0.01 0.27 -0.18
H 5.365 -1.011 0.972 0.12 -0.08 0.33 0.34
H 4.419 -1.249 -1.183 0.38 -0.14 -0.05 0.01
H 3.035 -2.046 -0.447 0.03 0.15 0.06 0.15
C -4.866 -1.542 2.068 -1.05 -0.82 0.04 -1.23
C -5.712 -0.487 1.329 1.08 0.12 0.80 -0.56
C -5.697 -0.683 -0.185 -0.84 0.30 0.39 0.38
C -6.419 -1.879 -0.624 0.48 -0.11 0.08 0.24
N -6.973 -2.817 -0.980 -0.15 -0.10 -0.04 -0.47
H -5.473 -2.391 2.405 -0.11 0.17 -0.06 0.39
H -4.432 -1.128 2.974 0.35 0.00 -0.13 0.32
H -4.139 -2.030 1.416 0.39 0.42 0.13 0.34
H -5.196 0.453 1.548 -0.23 0.20 -0.40 0.32
H -6.695 -0.379 1.783 -0.18 -0.20 -0.30 0.36
H -4.645 -0.719 -0.459 -0.09 -0.10 -0.47 -0.25
H -6.207 0.152 -0.673 0.39 0.16 -0.07 0.19
C 2.377 -0.647 4.193 0.66 -0.36 -0.06 -1.12
C 1.286 -1.717 4.180 0.12 0.54 0.16 -0.37
C 1.086 -2.316 2.785 0.52 0.34 0.09 0.63
C -0.226 -2.905 2.594 -0.04 -0.22 -0.21 -0.03
N -1.265 -3.353 2.407 -0.18 0.04 0.06 -0.46
H 2.548 -0.278 5.204 -0.16 0.14 -0.03 0.38
H 2.221 0.195 3.517 -0.35 -0.02 0.06 0.26
H 3.336 -1.088 3.891 -0.10 -0.02 0.00 0.25
H 0.347 -1.284 4.530 -0.01 -0.05 0.01 0.34
H 1.585 -2.481 4.897 -0.24 -0.16 -0.06 0.30
H 1.864 -3.053 2.578 -0.10 -0.15 -0.04 0.29
H 1.218 -1.537 2.028 -0.11 -0.06 -0.02 -0.38
C -3.918 1.093 -3.395 0.34 -0.03 -0.75 -0.45
S -5.221 2.330 -3.278 0.39 0.27 0.40 0.48
O -5.572 2.393 -1.837 -0.28 -0.06 0.26 -0.58
C -4.102 3.725 -3.532 0.52 -0.24 0.04 -0.85
H -2.978 1.436 -2.963 -0.19 0.08 0.32 -0.11
H -3.719 0.912 -4.456 -0.14 -0.17 0.08 0.40
H -4.260 0.182 -2.912 -0.12 -0.01 -0.04 0.26
H -3.308 3.606 -2.793 -0.01 -0.01 0.01 0.19
H -4.571 4.685 -3.338 -0.38 -0.10 -0.26 0.34
H -3.666 3.654 -4.530 -0.12 0.21 -0.04 0.36
C -1.535 0.067 0.322 0.16 0.12 0.45 -1.09
S 0.245 0.369 0.276 -0.68 0.70 0.18 0.57
O 0.856 -0.801 -0.387 0.41 -0.51 -0.17 -0.62
C 0.177 1.646 -0.996 -0.40 0.05 -0.19 -0.13
H -1.754 -0.547 -0.550 -0.16 0.10 -0.06 0.32
H -2.050 1.028 0.341 -0.09 -0.03 -0.23 0.47
H -1.794 -0.456 1.241 0.12 -0.22 -0.09 0.31
H -0.284 2.580 -0.672 0.28 -0.02 0.43 0.41
H -0.449 1.302 -1.822 0.33 -0.31 -0.09 0.14
H 1.210 1.787 -1.296 -0.10 0.16 -0.18 -0.41
C 5.881 3.689 -2.275 -0.22 0.62 -0.03 -1.00
S 5.580 1.945 -2.021 -0.39 -0.40 -0.54 0.50
O 6.261 1.555 -0.774 0.16 -0.11 0.57 -0.59
C 3.828 2.192 -1.633 -0.57 0.33 0.68 -0.83
H 5.657 4.247 -1.363 0.10 -0.19 0.11 0.33
H 5.207 4.060 -3.051 0.13 -0.13 -0.12 0.38
H 6.915 3.867 -2.558 0.04 -0.20 -0.06 0.35
H 3.351 1.450 -0.989 0.78 -0.55 -0.12 0.00
H 3.194 2.232 -2.519 0.31 0.36 -0.20 0.42
H 3.798 3.104 -1.032 -0.30 0.17 -0.27 0.39

(3)
69
Properties=species:S:1:pos:R:3:forces:R:3:mulliken_charge:R:1 method="wB97M-V/def2-TZVPD" spin_multiplicity=1 homo_energy_ev=-9.76 e_lumo_ev=0.37 orbital_gap_ev=10.129 de_lowest_kcal_mol=0.00 largest_force_ev_per_a=1.57
C 1.542 0.065 1.180 0.02 -0.32 -0.11 -0.57
C 1.217 0.859 -0.075 0.20 1.38 0.72 0.56
N 0.308 0.307 -0.899 -0.21 -0.82 0.09 0.38
O 1.690 1.970 -0.296 0.20 -0.62 0.05 -0.54
H 1.443 0.639 2.101 -0.01 0.45 -0.28 0.25
H 2.570 -0.295 1.143 0.00 -0.02 -0.15 0.30
H 0.870 -0.778 1.302 0.17 -0.23 -0.13 -0.13
H 0.037 0.779 -1.744 -0.07 0.16 -0.02 0.15
H -0.106 -0.578 -0.644 0.00 0.15 -0.34 -0.41
C -4.959 -2.801 -1.451 0.62 0.13 -0.08 -1.45
C -4.599 -1.312 -1.538 0.51 -1.15 -0.55 0.59
C -3.069 -1.223 -1.553 -0.20 0.10 0.46 -0.73
O -5.138 -0.833 -2.761 -0.13 0.24 -0.03 -0.58
H -4.361 -3.366 -2.173 -0.14 0.18 -0.26 0.33
H -6.004 -3.008 -1.661 -0.10 0.08 0.32 0.37
H -4.610 -3.192 -0.494 -0.50 0.03 0.19 0.36
H -5.021 -0.779 -0.683 0.03 0.14 0.00 0.17
H -2.637 -1.827 -2.352 -0.21 0.06 -0.18 0.30
H -2.691 -1.649 -0.619 0.12 0.25 0.07 0.17
H -2.729 -0.192 -1.670 0.07 0.02 0.07 0.15
H -4.912 0.100 -2.853 -0.04 -0.04 0.03 0.33
Cl -1.603 -0.173 2.118 -0.28 -0.22 -0.04 0.09
C -1.319 0.297 3.804 -0.24 0.49 0.14 -0.69
C -2.550 0.152 4.675 0.29 0.00 1.21 -0.54
Cl -3.273 -1.475 4.593 -0.10 0.24 -0.08 -0.18
H -1.029 1.348 3.789 0.01 0.00 -0.04 0.29
H -0.482 -0.277 4.193 -0.10 -0.23 -0.09 0.36
H -3.299 0.940 4.619 -0.17 -0.27 -0.95 0.32
H -2.244 0.272 5.720 0.34 -0.22 -0.11 0.36
Cl 3.478 -3.099 -2.056 0.02 -0.05 0.27 -0.20
C 1.835 -2.945 -2.728 -0.02 0.14 0.00 -0.25
C 0.812 -3.865 -2.075 0.45 0.69 -0.80 -0.54
Cl 0.157 -3.123 -0.603 0.05 -0.36 0.42 -0.10
H 1.942 -3.162 -3.788 -0.15 -0.07 0.00 0.36
H 1.537 -1.907 -2.593 0.02 0.01 -0.12 0.08
H 1.274 -4.827 -1.873 -0.33 -0.10 0.21 0.38
H -0.016 -3.932 -2.777 -0.07 -0.35 0.11 0.30
Cl -0.388 3.321 -3.224 -0.20 0.08 -0.05 -0.22
C 1.382 3.185 -3.377 0.48 -0.44 0.07 -0.05
C 1.893 3.971 -4.562 -0.42 0.56 -0.18 -0.45
Cl 3.668 3.990 -4.580 0.13 -0.13 0.03 -0.19
H 1.590 2.123 -3.492 0.10 0.04 -0.04 0.25
H 1.835 3.502 -2.440 -0.12 0.09 -0.02 0.01
H 1.566 5.009 -4.512 0.04 -0.02 0.17 0.31
H 1.551 3.594 -5.523 0.00 -0.26 0.11 0.34
Cl 6.686 5.521 1.140 0.16 0.10 0.06 -0.19
C 5.265 4.608 1.689 -0.38 -0.21 0.00 -0.47
C 4.853 3.565 0.660 -0.25 0.23 0.66 -0.23
Cl 4.246 4.337 -0.824 0.31 -0.13 -0.12 -0.14
H 4.467 5.318 1.893 -0.01 0.04 -0.18 0.33
H 5.517 4.129 2.634 0.13 -0.10 -0.09 0.32
H 4.015 2.974 1.028 0.02 0.01 0.10 0.02
H 5.698 2.903 0.487 -0.05 0.06 -0.51 0.35
Cl 0.841 -6.590 2.572 -0.40 0.11 -0.01 -0.18
C 2.236 -5.695 3.181 0.80 0.24 -0.18 -0.44
C 2.444 -4.341 2.522 -0.46 -0.25 -0.14 -0.44
Cl 1.111 -3.207 2.915 0.11 -0.09 0.00 -0.12
H 3.081 -6.327 2.908 0.17 0.13 0.22 0.31
H 2.187 -5.591 4.261 -0.20 -0.13 0.01 0.32
H 2.481 -4.460 1.441 -0.11 0.16 -0.03 0.22
H 3.365 -3.870 2.854 0.05 -0.12 0.14 0.33
Cl -1.236 3.036 1.098 0.07 0.12 -0.30 -0.17
C -2.534 2.387 0.073 -0.82 0.22 -0.19 0.38
C -3.857 2.765 0.713 0.51 0.51 0.40 -0.39
Cl -5.189 2.377 -0.389 -0.26 -0.36 0.03 -0.21
H -2.391 1.320 -0.047 0.00 -0.06 0.19 -0.56
H -2.593 2.843 -0.917 0.82 0.11 0.07 0.34
H -3.875 3.847 0.829 -0.01 -0.01 -0.01 0.39
H -3.980 2.346 1.711 -0.27 -0.37 -0.23 0.20

(4)
66
Properties=species:S:1:pos:R:3:forces:R:3:mulliken_charge:R:1 method="wB97M-V/def2-TZVPD" spin_multiplicity=1 homo_energy_ev=-12.65 e_lumo_ev=-3.00 orbital_gap_ev=9.648 total_charge=+1 de_lowest_kcal_mol=17.29 largest_force_ev_per_a=1.21
C -5.304 -4.635 3.492 0.16 0.13 -0.39 -1.31
C -4.700 -3.930 2.275 -0.29 -0.39 0.55 -0.16
C -3.275 -4.386 1.970 -0.55 0.12 -0.34 -0.97
C -2.356 -3.284 1.552 0.62 -0.37 -0.12 -0.61
O -1.837 -2.598 2.700 0.15 -0.17 0.24 -0.46
C -1.758 -1.228 2.544 0.35 0.23 -0.04 0.87
C -0.873 -0.737 1.399 0.80 0.37 -0.66 -0.95
C -0.083 0.462 1.891 -0.74 0.36 -0.25 -0.33
N -0.043 0.344 3.397 0.31 0.72 0.09 0.53
N 1.218 0.113 4.026 -0.01 -0.39 0.46 -0.82
C -1.172 -0.551 3.793 -1.20 0.08 0.11 -1.28
H -6.381 -4.672 3.406 -0.28 0.04 0.18 0.37
H -4.940 -5.654 3.542 0.00 -0.29 0.08 0.35
H -5.029 -4.126 4.403 0.05 0.05 0.38 0.30
H -5.340 -4.167 1.437 -0.07 0.13 -0.45 0.34
H -4.762 -2.856 2.427 0.10 0.25 -0.03 0.21
H -3.321 -5.076 1.136 0.06 -0.29 -0.20 0.41
H -2.850 -4.947 2.789 0.25 -0.01 0.36 0.39
H -2.843 -2.601 0.863 -0.27 0.31 0.00 0.43
H -1.520 -3.720 1.009 0.32 0.07 -0.06 0.37
H -2.764 -0.823 2.435 -0.21 0.05 -0.25 0.26
H -1.423 -0.424 0.521 -0.25 -0.12 -0.13 0.51
H -0.136 -1.455 1.054 -0.20 -0.64 0.19 0.36
H -0.589 1.396 1.679 -0.30 0.20 0.11 0.16
H 0.888 0.592 1.440 0.54 -0.26 0.25 0.30
H -0.328 1.242 3.774 0.25 0.23 -0.11 0.37
H 1.353 -0.870 4.223 0.00 -0.08 -0.27 0.30
H 1.965 0.501 3.464 -0.05 -0.08 -0.14 0.26
H -1.952 0.127 4.111 -0.06 0.29 0.32 0.29
H -0.988 -1.164 4.659 0.62 -0.46 -0.03 0.47
C 2.271 4.952 -1.110 0.02 -0.02 -0.20 -0.59
O 2.221 5.698 0.112 -0.02 -0.05 0.06 -0.32
C 2.144 4.966 1.214 0.07 0.15 -0.07 0.79
O 2.108 3.757 1.259 -0.10 -0.09 0.15 -0.48
O 2.117 5.788 2.261 -0.03 -0.08 -0.07 -0.32
C 2.049 5.151 3.535 0.02 0.00 0.16 -0.56
H 2.332 5.682 -1.911 0.00 0.09 0.09 0.24
H 3.152 4.315 -1.134 -0.03 -0.05 0.06 0.27
H 1.370 4.355 -1.232 0.02 -0.06 0.06 0.27
H 2.921 4.520 3.698 -0.03 -0.06 -0.05 0.28
H 1.135 4.564 3.622 0.02 -0.05 -0.04 0.22
H 2.036 5.944 4.275 0.00 0.08 -0.09 0.23
C 3.629 -0.414 -3.533 -0.01 -0.06 -0.32 -0.63
O 3.107 -0.187 -2.216 -0.02 0.02 0.10 -0.24
C 4.016 0.215 -1.330 0.03 -0.02 -0.16 0.64
O 5.184 0.397 -1.537 -0.13 0.00 0.08 -0.53
O 3.398 0.386 -0.151 -0.13 -0.02 0.11 -0.15
C 4.260 0.818 0.902 0.05 0.02 0.15 -0.34
H 2.795 -0.729 -4.154 -0.10 0.02 0.13 0.16
H 4.048 0.502 -3.943 0.09 0.00 0.07 0.32
H 4.383 -1.198 -3.518 0.07 0.06 0.07 0.31
H 4.705 1.784 0.675 0.05 -0.04 -0.05 0.29
H 5.035 0.079 1.101 0.06 0.03 -0.11 0.36
H 3.632 0.920 1.784 -0.07 0.04 -0.04 -0.17
C -1.452 -0.895 -8.542 -0.01 -0.05 -0.22 -0.63
O -1.980 -0.661 -7.232 0.03 0.04 0.11 -0.32
C -1.081 -0.264 -6.338 -0.03 -0.05 -0.10 0.80
O 0.096 -0.097 -6.534 -0.08 -0.01 0.05 -0.54
O -1.705 -0.084 -5.167 -0.02 0.00 -0.01 -0.32
C -0.844 0.351 -4.120 0.07 0.06 0.21 -0.53
H -2.289 -1.209 -9.158 -0.08 0.01 0.11 0.22
H -1.023 0.017 -8.951 0.08 -0.01 0.05 0.30
H -0.704 -1.684 -8.519 0.06 0.06 0.04 0.30
H -0.399 1.315 -4.361 0.09 -0.05 -0.05 0.30
H -0.065 -0.385 -3.930 0.07 0.05 -0.07 0.22
H -1.458 0.458 -3.228 -0.15 -0.05 -0.10 0.20